[1]
The following is a DFT calculation (the ωB97M-V functional and the def2-TZVPD basis) of a cluster of 5 separate species, C16H44N2O18P4 in total in a non-equilibrium geometry.

Properties
frontier orbital gap: 0.217 Ha
charge: 0
energy above the lowest of the compared OMol25 structures with the same formula, charge and spin: 119.4 kcal/mol
2S+1: 1
E_HOMO: -8.803 eV
maximum force: 9.62 eV Å⁻¹
structure (SMILES): CC(C)=NOC(N)=O.COP(=O)(OC)OC.COP(=O)(OC)OC.COP(=O)(OC)OC.COP(=O)(OC)OC

Structure (XYZ):
```
84
Properties=species:S:1:pos:R:3:lowdin_charge:R:1
C 6.3236 -2.4387 2.9739 -0.04
C 5.1702 -1.8284 2.0269 -0.30
C 4.6243 -0.3762 2.3795 -0.05
N 4.8001 -2.5910 0.9937 0.06
O 3.4601 -2.9275 1.0312 -0.13
C 3.0261 -3.2945 2.3406 -0.45
N 2.0082 -2.4097 2.9489 0.15
O 3.4348 -4.2801 2.9794 0.08
H 6.8003 -1.6512 3.6461 0.08
H 7.1090 -2.8658 2.2434 0.10
H 5.9317 -3.3475 3.5563 0.09
H 4.2836 -0.3255 3.4759 0.09
H 5.3792 0.4573 2.2080 0.10
H 3.6771 -0.1595 1.7616 0.08
H 2.3019 -2.1425 3.8988 0.10
H 2.0169 -1.5523 2.3615 0.08
C 1.8598 -2.0344 -0.9988 -0.13
O 0.5480 -1.4771 -0.8954 -0.26
P 0.1019 -0.4314 -2.1830 0.78
O 1.0514 0.6434 -1.6496 -0.27
O -1.3917 -0.2671 -1.5258 -0.31
C -1.5223 0.0151 -0.1412 -0.11
O -0.3731 0.5598 -3.4980 -0.31
C -0.6391 1.9295 -3.2479 -0.13
H 1.9176 -2.9018 -0.3483 0.07
H 2.0668 -2.3458 -2.0239 0.09
H 2.6004 -1.3014 -0.6754 0.08
H -0.6679 0.5790 0.2432 0.09
H -1.6273 -0.9199 0.4162 0.09
H -2.4253 0.6081 0.0073 0.09
H 0.2884 2.4752 -3.0766 0.06
H -1.3159 2.0562 -2.4008 0.09
H -1.1175 2.3441 -4.1385 0.09
C 1.7049 1.8783 -7.5199 -0.13
O 2.2695 2.3421 -6.2953 -0.27
P 3.8858 2.9165 -6.4148 0.75
O 4.4313 1.4996 -6.6011 -0.27
O 3.8599 3.3375 -4.8316 -0.28
C 3.4172 2.3967 -3.8639 -0.11
O 5.4239 3.6519 -6.5934 -0.31
C 6.5322 3.0627 -5.9356 -0.14
H 0.6191 1.8537 -7.4132 0.08
H 1.9650 2.5452 -8.3431 0.08
H 2.0604 0.8684 -7.7329 0.08
H 3.6121 1.3668 -4.1742 0.09
H 2.3482 2.5304 -3.6851 0.06
H 3.9485 2.5833 -2.9303 0.09
H 6.8317 2.1431 -6.4387 0.08
H 6.3140 2.8665 -4.8842 0.08
H 7.3657 3.7672 -5.9908 0.09
C -9.5209 -0.4343 -2.1087 -0.14
O -8.5550 0.6111 -2.2006 -0.27
P -6.9530 0.0873 -2.5401 0.76
O -6.7888 -0.4928 -1.1345 -0.27
O -6.4488 1.6462 -2.5996 -0.28
C -6.7893 2.5340 -1.5464 -0.12
O -5.4075 -0.4406 -3.0604 -0.30
C -4.3069 -0.2718 -2.1817 -0.14
H -10.5149 0.0015 -2.2230 0.09
H -9.3662 -1.1744 -2.8950 0.08
H -9.4572 -0.9128 -1.1297 0.08
H -6.9073 2.0113 -0.5934 0.09
H -7.7147 3.0610 -1.7943 0.09
H -5.9909 3.2695 -1.4427 0.09
H -4.3576 -0.9893 -1.3619 0.09
H -4.2603 0.7473 -1.7921 0.08
H -3.3943 -0.4676 -2.7462 0.08
C -1.0976 -2.5162 4.5361 -0.13
O -1.4932 -2.3637 5.8984 -0.26
P -1.5506 -0.7390 6.4542 0.75
O -0.0241 -0.6316 6.4597 -0.28
O -2.1138 -1.2475 7.9068 -0.28
C -1.4469 -2.2984 8.5890 -0.12
O -1.7788 0.8919 6.9282 -0.31
C -0.9566 1.4155 7.9570 -0.14
H -1.4033 -3.5061 4.1938 0.09
H -1.5745 -1.7609 3.9097 0.08
H -0.0124 -2.4360 4.4555 0.05
H -0.3800 -2.3270 8.3521 0.09
H -1.9073 -3.2556 8.3298 0.09
H -1.5604 -2.1406 9.6618 0.09
H 0.0552 1.5871 7.5890 0.08
H -0.9374 0.7564 8.8268 0.08
H -1.3753 2.3779 8.2609 0.09
```

=====

[2]
The following is a DFT calculation (the ωB97M-V functional and the def2-TZVPD basis) of a cluster of 4 separate species, C16H44N4O4 in total in a non-equilibrium geometry.

Properties
frontier orbital gap: 0.350 Ha
charge: 0
energy above the lowest of the compared OMol25 structures with the same formula, charge and spin: 71.2 kcal/mol
2S+1: 1
E_HOMO: -9.071 eV
maximum force: 3.62 eV Å⁻¹
structure (SMILES): COC[C@H](C)N.COC[C@H](C)N.COC[C@H](C)N.COC[C@H](C)N

Structure (XYZ):
```
68
Properties=species:S:1:pos:R:3:lowdin_charge:R:1
C 7.7742 0.9280 2.9128 -0.07
C 6.7466 0.0574 3.6254 -0.47
C 5.3759 0.7418 3.5341 -0.20
O 4.4310 -0.1276 4.1792 -0.23
C 2.9959 0.2507 4.2318 -0.05
N 6.8967 -1.2423 3.0735 0.04
H 7.5495 1.0651 1.8550 0.08
H 8.7963 0.6359 3.1538 0.08
H 7.6373 1.9572 3.2449 0.07
H 6.8871 -0.0661 4.6992 0.14
H 5.0855 0.7352 2.4836 0.12
H 5.4354 1.7454 3.9552 0.12
H 2.3881 -0.5623 4.6288 0.08
H 2.7595 0.5356 3.2066 0.08
H 2.8933 1.1170 4.8854 0.08
H 6.5850 -1.3917 2.1245 0.08
H 6.2394 -1.7960 3.6039 0.07
C 0.1104 3.0583 -3.4777 -0.07
C 0.2128 4.4691 -2.9642 -0.46
C -0.9819 4.8761 -2.0344 -0.23
O -0.9660 4.2961 -0.7494 -0.19
C -2.2044 4.6900 -0.0718 -0.07
N 1.4190 4.6856 -2.2411 0.03
H 0.7604 2.9204 -4.3417 0.08
H -0.9244 2.8546 -3.7531 0.08
H 0.5231 2.3834 -2.7278 0.08
H 0.2745 5.0713 -3.8706 0.14
H -1.8668 4.5131 -2.5571 0.11
H -1.0111 5.9621 -1.9451 0.12
H -3.1449 4.3279 -0.4870 0.08
H -2.2323 5.7664 -0.2411 0.08
H -2.1657 4.4316 0.9864 0.09
H 1.6204 5.6728 -2.1716 0.08
H 1.2753 4.2706 -1.3316 0.07
C 1.8648 -4.1568 -2.3413 -0.07
C 3.0256 -4.4123 -3.2299 -0.47
C 2.5335 -4.4328 -4.6806 -0.24
O 1.7064 -5.5048 -5.0665 -0.19
C 0.3134 -5.2934 -5.3887 -0.07
N 4.0608 -3.4091 -2.9268 0.05
H 2.1927 -3.8300 -1.3545 0.08
H 1.2630 -5.0643 -2.2927 0.09
H 1.4056 -3.2495 -2.7338 0.08
H 3.4293 -5.4195 -3.1270 0.14
H 3.3949 -4.3675 -5.3454 0.12
H 2.0493 -3.4912 -4.9392 0.11
H 0.2598 -4.3593 -5.9479 0.08
H -0.3206 -5.2046 -4.5065 0.08
H 0.0859 -6.1534 -6.0186 0.09
H 4.7445 -3.3896 -3.6699 0.07
H 3.4680 -2.5998 -3.0445 0.06
C -8.6676 0.0338 4.1746 -0.09
C -7.7913 0.4787 3.0760 -0.48
C -6.9041 -0.6478 2.5284 -0.19
O -6.0379 -0.0566 1.5322 -0.20
C -5.1559 -0.9272 0.6990 -0.06
N -8.7123 0.8800 2.0530 0.03
H -9.2104 0.7464 4.7957 0.09
H -8.0289 -0.3809 4.9545 0.07
H -9.2102 -0.8736 3.9098 0.09
H -7.1951 1.3298 3.4050 0.15
H -7.5667 -1.3899 2.0832 0.13
H -6.3268 -1.1053 3.3318 0.12
H -4.3181 -0.3101 0.3745 0.08
H -5.4888 -1.5404 -0.1384 0.08
H -4.6525 -1.6751 1.3116 0.07
H -9.3468 0.1360 1.7999 0.07
H -8.0381 0.8072 1.3045 0.05
```

=====

> Which of these has the highest frontier orbital gap?

C16H44N4O4